Here is a cluster of 3 separate species, C12H18O9 in total from OMol25. Energies are from the ωB97M-V functional and the def2-TZVPD basis.

Last columns: bonded neighbours and bond lengths (Å).
Element x y z (Å)
1 C 1.80082 3.15524 -0.89889  C2 1.514, H8 1.089, H9 1.092, H10 1.091
2 C 1.80326 1.68141 -1.24653  C1 1.514, C3 1.522, O7 1.434, H11 1.094
3 C 0.54268 1.14003 -1.90640  C2 1.522, O4 1.431, H12 1.086, H13 1.087
4 O 1.04304 0.44706 -3.05375  C3 1.431, C5 1.349
5 C 2.37263 0.62910 -3.18639  O4 1.349, O6 1.187, O7 1.355
6 O 3.03311 0.18653 -4.06794  C5 1.187
7 O 2.86820 1.33856 -2.14346  C2 1.434, C5 1.355
8 H 1.11176 3.36302 -0.08137  C1 1.089
9 H 1.54572 3.75094 -1.77842  C1 1.092
10 H 2.79301 3.45809 -0.56180  C1 1.091
11 H 2.05039 1.16110 -0.31637  C2 1.094
12 H -0.18543 1.88957 -2.20368  C3 1.086
13 H 0.10736 0.40688 -1.23167  C3 1.087
14 C -5.28550 -0.78890 -0.25020  C15 1.504, H21 1.096, H22 1.090, H23 1.087
15 C -4.59125 0.52407 -0.48484  C14 1.504, C16 1.525, O20 1.453, H24 1.090
16 C -4.91743 1.61950 0.52457  C15 1.525, O17 1.423, H25 1.093, H26 1.092
17 O -3.65714 2.11651 0.96089  C16 1.423, C18 1.343
18 C -2.67240 1.38795 0.40954  O17 1.343, O19 1.188, O20 1.349
19 O -1.51163 1.59746 0.55010  C18 1.188
20 O -3.17354 0.31923 -0.24335  C15 1.453, C18 1.349
21 H -6.35028 -0.67841 -0.48291  C14 1.096
22 H -5.25695 -1.09020 0.79727  C14 1.090
23 H -4.88001 -1.58831 -0.86487  C14 1.087
24 H -4.71135 0.86957 -1.51113  C15 1.090
25 H -5.52392 1.28763 1.37116  C16 1.093
26 H -5.51262 2.43166 0.10090  C16 1.092
27 C 2.95171 -0.82010 2.26003  C28 1.516, H34 1.090, H35 1.089, H36 1.091
28 C 3.40500 -2.12942 1.64516  C27 1.516, C29 1.531, O33 1.442, H37 1.090
29 C 3.02187 -3.46220 2.29469  C28 1.531, O30 1.416, H38 1.087, H39 1.095
30 O 2.05371 -4.01490 1.42155  C29 1.416, C31 1.360
31 C 2.00185 -3.30406 0.26344  O30 1.360, O32 1.185, O33 1.344
32 O 1.31193 -3.61279 -0.64945  C31 1.185
33 O 2.79081 -2.21857 0.34402  C28 1.442, C31 1.344
34 H 3.36194 -0.04035 1.61864  C27 1.090
35 H 3.29958 -0.67958 3.28286  C27 1.089
36 H 1.86420 -0.73188 2.25857  C27 1.091
37 H 4.47922 -2.06557 1.47240  C28 1.090
38 H 2.72439 -3.40959 3.33882  C29 1.087
39 H 3.89128 -4.12627 2.24878  C29 1.095

For the energy relative to the best compared isomer or geometry (same formula, charge and spin), the calculation gives 0.431 eV. Its SMILES is C[C@H]1COC(=O)O1.C[C@H]1COC(=O)O1.C[C@H]1COC(=O)O1. For the gap between HOMO and LUMO, the calculation gives 11.0 eV. Its molecular weight is 306.27 g mol⁻¹. Its strongest force on any atom is 1.3 eV Å⁻¹. The HOMO energy is -10.51 eV. The LUMO energy is 0.50 eV.